w) This record from OMol25 describes a 2-piece molecular cluster, H4O2 overall. The level of theory is ωB97M-V with the def2-TZVPD basis set.

frontier orbital gap = 11.601 eV
SMILES = O.O
total charge = 0

Last column: natural (NBO) charge in e.
Positions of all 6 atoms, in Å:
O  1.26  -0.63  -0.20  -0.955
O  -1.16  0.53  0.24  -0.938
H  0.64  0.03  -0.43  0.485
H  -1.75  -0.09  0.62  0.474
H  2.15  -0.23  -0.22  0.463
H  -1.84  1.10  -0.25  0.470

***

x) This record from OMol25 describes a 2-piece molecular cluster, H4O2 overall. The level of theory is ωB97M-V with the def2-TZVPD basis set.

frontier orbital gap = 11.558 eV
SMILES = O.O
total charge = 0

Last column: natural (NBO) charge in e.
Positions of all 6 atoms, in Å:
O  1.40  -0.98  -0.31  -0.957
O  -0.89  0.62  0.51  -0.953
H  1.53  -1.11  -1.25  0.460
H  -0.70  1.51  0.83  0.482
H  -1.85  0.59  0.42  0.478
H  0.51  -0.63  -0.21  0.489

***

Energies relative to the most stable structure, in kJ/mol: w) 18.3; x) 0.0.